93
Properties=species:S:1:pos:R:3:forces:R:3:lowdin_charge:R:1 method="wB97M-V/def2-TZVPD" homo_energy_ev=-9.48 energy_ha=-3646.264795 relative_energy_kj_mol=11.0 total_charge=+1
Ca 0.451716 -0.511053 1.272876 -0.2180 0.4459 0.0283 1.08
C 0.399790 -2.159236 3.277833 -0.0157 0.1010 0.0423 -0.33
C 1.579688 -1.391113 3.442874 0.0019 0.0531 0.0430 -0.32
C 2.470398 -1.723054 2.389145 0.0312 0.0315 0.0286 -0.33
C 1.846411 -2.699018 1.581517 0.0589 -0.0142 -0.1339 -0.31
C 0.566112 -2.961211 2.124943 -0.0187 -0.3438 -0.0549 -0.35
C -0.308608 -4.116264 1.726121 -0.0341 0.0160 -0.0290 -0.09
C 2.488884 -3.438362 0.438242 0.0237 -0.0079 -0.0098 -0.02
C 3.876934 -1.222378 2.217424 -0.0063 -0.0224 -0.0159 -0.04
C 1.895134 -0.497298 4.608360 -0.0319 -0.0225 0.0158 -0.04
C -0.772110 -2.212554 4.216868 -0.0007 0.0233 0.0467 -0.04
H 0.106675 -5.057306 2.098605 -0.0081 -0.0067 0.0112 0.09
H -0.405850 -4.220952 0.643612 0.0175 -0.0007 0.0074 0.04
H -1.313712 -4.036067 2.148248 0.0113 -0.0035 0.0087 0.04
H 3.576417 -3.399199 0.517501 -0.0031 0.0027 0.0005 0.08
H 2.221554 -3.059508 -0.553203 0.0037 0.0066 -0.0004 0.05
H 2.203491 -4.492482 0.446835 -0.0012 0.0040 0.0146 0.08
H 4.607657 -1.973924 2.529171 -0.0034 -0.0059 -0.0053 0.09
H 4.060448 -0.332769 2.817489 0.0077 0.0014 0.0145 0.04
H 4.108923 -0.967347 1.178904 -0.0108 -0.0009 0.0008 0.07
H 2.351235 -1.060363 5.427079 -0.0102 -0.0004 0.0031 0.09
H 1.003763 -0.014030 5.013948 -0.0033 -0.0015 -0.0101 0.07
H 2.601495 0.288746 4.337809 0.0156 0.0195 -0.0044 0.04
H -0.710128 -3.072572 4.889265 0.0143 0.0072 0.0016 0.09
H -1.727698 -2.293738 3.691016 0.0184 0.0018 -0.0060 0.05
H -0.823924 -1.321000 4.843748 -0.0107 -0.0059 -0.0008 0.07
I -2.601239 -1.894465 0.479405 0.0196 -0.0232 0.0119 1.15
C -3.544885 -0.685472 -0.959364 0.0296 0.0349 -0.1487 -0.62
C -4.845849 -0.410108 -0.632262 0.0037 -0.0112 0.0460 -0.20
C -5.711225 0.240217 -1.529394 -0.0327 0.0164 -0.0057 -0.07
C -5.261878 0.536036 -2.776940 0.0283 -0.0068 -0.0234 -0.02
C -3.931239 0.237832 -3.162153 0.0420 -0.0208 0.0586 -0.15
C -3.562690 0.471141 -4.509163 -0.0373 0.0131 0.0074 -0.02
C -2.321095 0.152702 -4.960600 0.0181 -0.0096 0.0009 -0.05
C -1.372459 -0.321761 -4.040834 0.0188 0.0030 -0.0414 -0.10
C -1.649310 -0.510430 -2.707921 -0.0729 -0.0001 0.0564 -0.30
P -0.155826 -0.873545 -1.695021 0.0093 -0.0030 0.1215 1.00
C 0.502581 -2.359592 -2.528999 -0.0229 -0.0015 -0.0226 -0.38
C 1.566186 -2.343757 -3.425503 -0.0045 -0.0310 -0.0184 -0.09
C 2.021550 -3.527799 -3.991789 -0.0017 0.0155 0.0023 -0.06
C 1.415224 -4.732865 -3.673735 -0.0141 -0.0008 0.0113 -0.07
C 0.342123 -4.753954 -2.791885 0.0079 0.0045 -0.0053 -0.07
C -0.108937 -3.575882 -2.220448 -0.0016 -0.0002 -0.0094 -0.11
C 1.038503 0.438888 -2.145815 0.0104 0.0015 -0.0001 -0.38
C 0.745110 1.622720 -2.817517 -0.0077 -0.0084 -0.0042 -0.08
C 1.744940 2.555969 -3.067547 -0.0023 0.0009 -0.0057 -0.07
C 3.046638 2.319842 -2.652906 -0.0065 -0.0017 0.0000 -0.09
C 3.343411 1.159732 -1.948789 0.0118 0.0024 0.0172 -0.08
C 2.343999 0.238113 -1.681900 0.0234 -0.0079 0.0070 -0.13
C -2.996516 -0.323922 -2.236221 0.0045 -0.0587 0.0071 -0.20
H -5.231405 -0.728591 0.327409 0.0001 0.0050 -0.0060 0.09
H -6.731322 0.447495 -1.235064 0.0049 0.0014 -0.0060 0.12
H -5.918372 0.978896 -3.515424 -0.0090 0.0055 0.0145 0.12
H -4.310655 0.880013 -5.177459 0.0117 0.0002 -0.0032 0.12
H -2.049212 0.285748 -5.998839 -0.0044 0.0034 0.0027 0.12
H -0.367903 -0.516421 -4.398033 0.0008 -0.0008 0.0003 0.11
H 2.050614 -1.412100 -3.686290 0.0170 0.0126 0.0000 0.10
H 2.852448 -3.503711 -4.684724 -0.0018 -0.0015 0.0014 0.11
H 1.774642 -5.653732 -4.113451 -0.0019 0.0017 0.0020 0.11
H -0.139439 -5.690738 -2.543628 -0.0001 0.0024 0.0008 0.11
H -0.945025 -3.603813 -1.531172 0.0101 0.0111 -0.0046 0.06
H -0.260608 1.812861 -3.169860 -0.0001 0.0043 0.0014 0.10
H 1.504134 3.463878 -3.605736 0.0040 -0.0011 0.0020 0.11
H 3.825929 3.038623 -2.869937 -0.0006 0.0005 -0.0025 0.11
H 4.354892 0.967665 -1.612849 -0.0083 0.0026 -0.0036 0.11
H 2.598656 -0.677195 -1.150598 -0.0143 -0.0045 0.0100 0.10
O -1.055895 1.359339 1.272401 0.0494 -0.0292 -0.2073 -0.71
S -2.012190 2.031960 0.291911 0.1204 -0.0843 0.1574 0.95
C -1.710821 3.823800 0.478851 -0.0353 0.0463 0.0014 -0.30
C -2.966261 4.456929 1.076545 0.0087 -0.0032 -0.0084 -0.21
C -3.561321 3.400481 2.001522 -0.0028 0.0040 -0.0048 -0.22
C -3.601393 2.135605 1.158025 0.0178 -0.0419 0.0353 -0.31
H -1.408049 4.235204 -0.482729 -0.0164 -0.0052 -0.0015 0.09
H -0.867012 3.875255 1.166422 0.0050 -0.0275 0.0118 0.07
H -3.680184 4.702655 0.287318 0.0068 0.0020 0.0022 0.12
H -2.719288 5.383743 1.593281 0.0062 -0.0110 0.0114 0.12
H -4.555382 3.669696 2.356602 0.0003 -0.0041 -0.0006 0.12
H -2.922712 3.249206 2.874604 0.0029 0.0034 -0.0048 0.12
H -4.371872 2.183336 0.385619 0.0158 0.0129 -0.0166 0.09
H -3.706079 1.198937 1.704758 -0.0007 0.0030 -0.0007 0.09
C 3.760637 2.432607 2.387212 0.0008 0.0119 0.0116 -0.28
P 2.029095 2.117516 1.879453 -0.0081 -0.0505 -0.0032 0.80
C 1.889145 3.390741 0.565932 -0.0271 -0.0011 -0.0274 -0.28
C 1.149255 2.914908 3.277959 0.0063 -0.0080 0.0085 -0.27
H 3.918921 3.504012 2.526345 0.0219 -0.0060 0.0039 0.05
H 4.452253 2.067935 1.627568 -0.0156 -0.0131 -0.0068 0.04
H 3.986511 1.924947 3.324302 -0.0103 -0.0116 0.0010 0.03
H 1.895157 4.399906 0.983526 -0.0002 -0.0045 0.0072 0.05
H 0.993686 3.249609 -0.038265 -0.0010 -0.0064 0.0156 0.01
H 2.743015 3.288451 -0.101920 0.0093 -0.0069 -0.0147 0.03
H 1.465270 3.953543 3.395387 -0.0142 0.0015 0.0036 0.05
H 1.374911 2.375311 4.197964 0.0080 -0.0018 -0.0016 0.03
H 0.071454 2.869908 3.126128 -0.0075 0.0035 -0.0405 0.01